No. 1
Entry from the OMol25 dataset: a structure of composition C10H21NO3SSi (ωB97M-V/def2-TZVPD).

## Properties
energy relative to the best compared isomer or geometry (same formula, charge and spin): 99.13 kJ/mol
frontier orbital gap: 9.72 eV
HOMO energy: -0.3295 hartree
charge: 0
F_max: 4.945 eV/A

Cartesian coordinates (Å):
C (-0.713, 2.584, 1.791)
C (2.116, 0.734, 0.937)
O (-0.485, 2.431, 0.401)
H (-3.000, -2.222, -0.596)
O (0.923, 0.058, 0.708)
C (-2.258, -2.349, 0.219)
C (0.683, 1.066, -1.844)
C (0.531, -3.855, -3.031)
C (1.247, -0.244, -2.513)
H (-0.196, 1.662, 2.177)
H (-2.648, -3.073, 0.943)
H (-1.067, -0.856, 1.448)
H (2.997, -0.884, 2.152)
H (1.740, -0.089, -3.467)
H (2.707, 0.528, 3.159)
H (-2.742, -0.493, 1.240)
H (1.464, 1.805, -1.799)
C (-2.211, 2.650, 2.088)
C (2.952, 0.176, 2.123)
H (-0.339, -1.506, -1.757)
H (2.086, -0.519, -1.813)
H (-2.746, 3.488, 1.651)
H (-0.084, 3.438, 2.088)
C (0.302, -1.398, -2.659)
H (1.769, 1.750, 1.090)
H (-0.166, 1.562, -2.394)
O (-1.592, -0.037, -0.360)
H (-2.645, 1.663, 1.848)
H (-0.398, -1.158, -3.477)
S (-0.022, -5.315, -3.068)
N (0.936, -2.689, -2.889)
H (-2.404, 2.803, 3.119)
H (2.689, 0.794, 0.045)
C (-1.886, -0.934, 0.694)
H (-1.450, -2.935, -0.219)
Si (-0.153, 0.924, -0.124)
H (4.060, 0.440, 2.090)

Cartesian forces (eV/Å) of the 3 atoms listed first:
C 0.7545 -0.6602 0.1775
C 0.6721 0.8287 1.8080
O 0.0330 -0.0931 -0.9708

---

No. 2
Entry from the OMol25 dataset: the ion C3H3N2O2S with charge +1 (ωB97M-V/def2-TZVPD).

## Properties
energy relative to the best compared isomer or geometry (same formula, charge and spin): 14.68 kJ/mol
frontier orbital gap: 8.56 eV
HOMO energy: -0.5468 hartree
charge: +1
F_max: 3.641 eV/A

Cartesian coordinates (Å):
C (-1.285, 0.852, -0.040)
S (-5.185, -0.052, 0.023)
C (-0.653, -1.491, -0.047)
H (-1.054, 1.927, 0.147)
O (-1.755, -1.924, -0.160)
N (-2.568, 0.776, 0.083)
O (0.392, -2.259, 0.163)
C (-3.691, 0.296, -0.004)
N (-0.381, -0.103, 0.052)
H (1.212, -1.907, -0.294)
H (0.660, -0.028, 0.450)

Cartesian forces (eV/Å) of the 3 atoms listed first:
C -0.2279 2.3254 2.3023
S 0.9271 -0.0402 -0.1646
C -1.8603 -0.9166 0.4171

---

No. 3
Entry from the OMol25 dataset: a cluster of 2 separate species, C9H11O3 in total (ωB97M-V/def2-TZVPD).

## Properties
energy relative to the best compared isomer or geometry (same formula, charge and spin): 50.10 kJ/mol
frontier orbital gap: 8.06 eV
HOMO energy: -0.1778 hartree
charge: -1
F_max: 2.441 eV/A

Cartesian coordinates (Å):
H (-4.437, -0.415, 0.618)
H (1.960, 0.510, -0.444)
O (2.821, -0.232, 0.671)
C (4.130, -2.040, -0.005)
C (-2.247, 1.297, -1.152)
H (3.695, -3.045, -0.027)
H (0.397, 0.011, 1.227)
C (0.102, 0.742, -0.719)
O (3.964, -1.283, 2.290)
H (5.196, -2.275, -0.078)
H (-1.984, -0.464, 1.725)
C (3.587, -1.143, 1.128)
H (3.868, -1.503, -0.925)
C (-2.664, 0.574, -0.062)
H (-4.273, 1.322, 1.137)
C (-0.351, 0.137, 0.455)
C (-4.103, 0.582, 0.353)
C (-1.714, -0.022, 0.782)
H (-4.796, 0.980, -0.415)
C (-0.918, 1.370, -1.466)
H (-0.609, 2.058, -2.270)
O (1.359, 1.013, -1.076)
H (-2.984, 1.827, -1.748)

Cartesian forces (eV/Å) of the 3 atoms listed first:
H -0.2303 -0.0270 0.3687
H 0.3690 -0.0023 -0.0807
O -0.2459 -0.0511 0.5571

---

No. 4
Entry from the OMol25 dataset: a cluster of 2 separate species, C5H6Br2Cl2 in total (ωB97M-V/def2-TZVPD).

## Properties
energy relative to the best compared isomer or geometry (same formula, charge and spin): 119.99 kJ/mol
frontier orbital gap (alpha / beta): 9.06 / 6.66 eV
HOMO energy (alpha / beta): -0.3214 / -0.3768 hartree
spin multiplicity: 3
charge: 0
F_max: 3.132 eV/A

Cartesian coordinates (Å):
Br (-2.342, -3.567, 0.408)
H (-0.835, 2.194, 1.140)
C (1.379, -0.244, 0.124)
C (0.196, 1.880, 1.271)
C (0.169, 0.090, -0.626)
C (-0.493, -0.947, -1.534)
H (-1.538, -0.691, -1.736)
Cl (-0.650, -0.723, 1.932)
H (0.680, 2.218, 2.183)
H (0.095, -0.984, -2.465)
Cl (0.363, 1.521, -1.665)
Br (2.471, -1.635, 0.784)
C (0.300, 0.452, 0.882)
H (0.772, 2.421, 0.400)
H (-0.567, -1.984, -1.098)

Cartesian forces (eV/Å) of the 3 atoms listed first:
Br 0.0025 0.0282 0.0833
H -0.1324 0.1582 0.4869
C 0.1769 0.7423 1.9588

---

No. 5
Entry from the OMol25 dataset: a cluster of 2 separate species, C2H16N7P2 in total (ωB97M-V/def2-TZVPD).

## Properties
energy relative to the best compared isomer or geometry (same formula, charge and spin): 621.24 kJ/mol
frontier orbital gap (alpha / beta): 7.94 / 7.62 eV
HOMO energy (alpha / beta): -0.4580 / -0.4757 hartree
charge: +1
F_max: 3.556 eV/A

Cartesian coordinates (Å):
N (2.385, 1.298, 0.322)
H (0.890, 2.487, 1.077)
H (-2.472, 0.708, -1.517)
C (1.882, -2.393, -0.096)
N (-2.519, -0.179, -1.161)
H (-3.607, 0.060, 2.228)
H (-4.272, 0.411, 0.680)
P (1.181, 0.352, -0.427)
H (3.207, 0.635, 0.700)
H (1.651, -1.198, -1.696)
H (2.786, -2.944, -0.415)
N (-1.681, -2.065, 0.356)
H (1.008, 1.996, -1.958)
P (-2.091, -0.385, 0.406)
H (-2.469, -2.677, 0.174)
N (1.976, -1.063, -0.743)
H (2.298, 3.393, 0.471)
H (1.948, -2.262, 1.051)
H (0.009, 0.606, -2.185)
H (2.243, 2.598, 2.004)
N (-1.085, 0.604, 1.100)
H (-3.359, -0.610, -1.356)
C (1.959, 2.496, 1.007)
N (-3.603, -0.186, 1.166)
H (-1.618, -2.177, 1.392)
N (0.977, 0.937, -1.989)
H (0.965, -2.894, -0.432)

Cartesian forces (eV/Å) of the 3 atoms listed first:
N 0.7328 -3.4695 0.2623
H -0.8263 0.1844 -0.2215
H 0.0030 2.6883 -0.9584

---

No. 6
Entry from the OMol25 dataset: a cluster of 4 separate species, C17H40N6O4P in total (ωB97M-V/def2-TZVPD).

## Properties
frontier orbital gap: 6.73 eV
HOMO energy: -0.4053 hartree
charge: +1
F_max: 3.548 eV/A

Cartesian coordinates (Å):
C (-1.013, -2.814, 0.734)
H (6.850, -1.953, -1.680)
H (-2.978, -0.180, 3.633)
H (1.610, 4.284, 1.024)
C (-2.411, -2.264, 1.128)
H (7.676, -1.964, -0.109)
H (-1.617, -2.666, 3.146)
H (-0.488, 4.866, 1.147)
C (-3.704, 2.801, -1.239)
C (0.414, -4.074, -0.856)
N (-4.525, 1.605, -1.347)
H (-4.610, 1.329, -3.413)
H (7.672, 0.358, 0.972)
H (0.084, -1.024, 0.797)
H (-5.987, 2.211, -2.706)
H (0.200, 6.193, -2.256)
H (6.019, 0.249, 1.621)
H (-4.031, 3.391, -0.382)
H (-1.777, -3.700, -1.071)
O (-3.933, 0.868, 0.726)
P (-0.592, -1.697, -1.897)
H (0.875, -4.072, -1.859)
H (2.040, 3.486, -0.504)
C (4.983, -0.474, -0.767)
H (2.554, -1.388, 1.890)
N (6.251, -0.457, -0.333)
C (7.270, -1.326, -0.895)
N (0.506, 4.892, -0.651)
H (-1.994, 0.032, 2.136)
H (-1.191, -0.441, 3.655)
H (0.664, -1.873, -2.562)
H (6.413, 1.486, 0.419)
H (-4.144, -3.469, 2.778)
C (-2.116, -0.560, 3.060)
H (8.072, -0.718, -1.317)
H (-4.551, -1.741, 3.099)
H (-0.508, -0.463, -1.187)
O (-1.680, 5.474, -0.376)
C (1.282, -2.520, 0.815)
H (-3.705, -2.700, 4.350)
C (6.617, 0.463, 0.734)
H (1.246, -4.483, 0.989)
C (-0.861, -3.158, -0.773)
N (0.095, -1.955, 1.222)
H (-0.283, 4.516, -2.548)
H (-3.787, 3.397, -2.144)
H (-2.673, -1.335, 0.589)
H (-5.851, 0.453, -2.495)
N (2.385, -1.778, 0.968)
O (-1.639, -1.575, -2.966)
H (-0.913, -3.774, 1.286)
H (4.814, -1.203, -1.577)
H (-5.205, -0.131, -0.507)
N (1.396, -3.808, 0.238)
H (-3.168, -3.045, 0.921)
H (-2.662, 2.515, -1.084)
O (4.080, 0.238, -0.332)
C (-3.797, -2.534, 3.258)
C (0.471, 5.151, -2.080)
H (1.444, 4.948, -2.522)
C (1.740, 4.433, -0.047)
H (2.524, 5.175, -0.211)
H (2.990, -1.542, 0.177)
C (-0.620, 5.090, 0.075)
C (-5.290, 1.383, -2.561)
C (-2.427, -2.058, 2.692)
H (0.043, -5.109, -0.706)
C (-4.553, 0.739, -0.320)

Cartesian forces (eV/Å) of the 3 atoms listed first:
C -1.9506 -0.4160 0.3860
H -0.0389 0.0543 0.0297
H 0.5429 0.2231 -0.2821

---

No. 7
Entry from the OMol25 dataset: a structure of composition C16H42FFeO6 (ωB97M-V/def2-TZVPD).

## Properties
frontier orbital gap (alpha / beta): 9.71 / 8.73 eV
HOMO energy (alpha / beta): -0.3437 / -0.3312 hartree
spin multiplicity: 6
charge: 0
F_max: 1.414 eV/A

Cartesian coordinates (Å):
H (-11.166, -1.319, -9.598)
C (-15.631, 2.424, -12.883)
H (-7.358, -0.583, -15.336)
H (-16.370, 1.690, -12.550)
O (-12.956, -3.025, -12.549)
H (-11.133, 1.263, -9.494)
H (-13.296, -3.430, -11.746)
C (-8.124, 0.063, -14.896)
H (-13.997, -4.708, -14.360)
H (-10.851, 1.285, -11.230)
H (-8.407, -2.284, -14.049)
Fe (-11.105, -2.190, -13.253)
O (-11.101, 1.387, -15.989)
C (-14.254, 1.813, -12.910)
C (-14.719, -4.099, -13.817)
C (-10.091, -3.737, -16.824)
H (-13.794, 0.796, -16.493)
H (-11.214, 1.578, -17.991)
H (-15.544, -2.521, -11.767)
C (-10.870, -4.284, -15.648)
C (-7.481, -0.421, -12.543)
H (-10.270, -5.103, -15.213)
O (-10.882, -1.346, -11.621)
H (-9.243, -3.145, -16.466)
H (-11.774, -4.804, -16.000)
H (-11.406, 0.764, -15.309)
H (-12.356, 0.708, -10.592)
C (-11.759, 1.031, -17.221)
H (-12.017, -0.762, -18.389)
H (-14.610, -1.071, -12.172)
C (-11.662, -0.473, -17.391)
H (-9.420, 0.243, -13.232)
H (-13.781, -2.214, -14.257)
H (-12.221, 2.340, -13.439)
C (-13.155, 2.832, -13.168)
H (-13.342, 2.473, -16.778)
H (-15.964, 2.807, -13.848)
C (-10.723, -0.719, -10.412)
H (-7.030, 0.562, -12.419)
O (-9.144, -1.760, -13.719)
H (-15.006, -4.651, -12.915)
C (-11.275, 0.692, -10.415)
H (-12.288, -1.008, -16.677)
H (-13.443, 3.523, -13.961)
C (-8.614, -0.416, -13.541)
H (-15.922, -1.626, -13.235)
C (-15.104, -1.944, -12.589)
H (-9.701, -4.531, -17.461)
H (-13.368, 0.482, -14.017)
H (-14.057, 1.275, -11.974)
H (-7.775, 1.091, -14.792)
H (-15.690, 3.250, -12.167)
H (-15.607, -3.948, -14.429)
F (-11.856, -0.678, -14.147)
C (-14.120, -2.774, -13.389)
H (-10.684, -3.064, -17.444)
H (-6.713, -1.159, -12.794)
H (-7.848, -0.700, -11.550)
O (-11.193, -3.365, -14.677)
C (-13.219, 1.454, -17.146)
H (-10.633, -0.825, -17.332)
H (-12.996, 3.426, -12.263)
O (-14.273, 0.820, -13.951)
H (-8.930, 0.106, -15.631)
H (-13.685, 1.401, -18.136)
H (-9.672, -0.649, -10.067)

Cartesian forces (eV/Å) of the 3 atoms listed first:
H -0.3358 0.1295 -0.1621
C -0.5576 0.1128 0.6408
H 0.2589 0.0968 0.3235

---

No. 8
Entry from the OMol25 dataset: a cluster of 2 separate species, C2H5O2 in total (ωB97M-V/def2-TZVPD).

## Properties
energy relative to the best compared isomer or geometry (same formula, charge and spin): 251.70 kJ/mol
frontier orbital gap: 5.14 eV
HOMO energy: -0.0765 hartree
charge: -1
F_max: 4.770 eV/A

Cartesian coordinates (Å):
H (-0.450, -2.847, -1.954)
H (-1.256, 2.703, 2.989)
O (-0.791, 2.384, 3.683)
C (-0.257, -1.806, -1.461)
H (-0.888, -1.026, -1.059)
C (0.805, -0.981, -1.956)
H (0.061, 2.845, 3.495)
O (1.967, -1.272, -2.413)
H (0.808, -0.001, -1.324)

Cartesian forces (eV/Å) of the 3 atoms listed first:
H -0.1193 2.0662 1.1989
H -2.9887 1.2297 -3.5087
O 3.5877 -0.4375 2.8583

---

- What is the formula in the eighth record?
  C2H5O2

---

- The highest F_max belongs to which entry?
  C10H21NO3SSi